Molecular formula: C32H39F4IrN5OPS2Se
Method: DFT, the ωB97M-V functional and the def2-TZVPD basis

The geometry in ORCA input format:
```
! RIJCOSX wB97M-V def2-TZVPD def2/J DEFGRID3
* xyz 1 6
Ir 0.926 0.353 0.948
C 0.058 1.505 4.435
C -0.933 1.859 3.332
N -0.291 2.280 2.069
C 0.515 3.492 2.343
C 1.261 4.121 1.169
C -1.361 2.506 1.096
C -0.921 2.567 -0.362
N 0.180 1.669 -0.648
C 0.501 1.431 -1.947
C 1.677 0.699 -2.248
F 2.496 0.408 -1.234
C 2.033 0.302 -3.512
F 3.153 -0.403 -3.680
C 1.261 0.641 -4.608
C 0.143 1.417 -4.368
F -0.618 1.797 -5.395
C -0.231 1.814 -3.101
F -1.339 2.560 -3.013
H -0.405 0.800 5.125
H 0.371 2.379 5.004
H 0.930 1.028 3.984
H -1.606 2.659 3.671
H -1.544 0.987 3.103
H 1.252 3.199 3.087
H -0.142 4.247 2.799
H 1.668 3.356 0.511
H 2.092 4.704 1.562
H 0.633 4.792 0.585
H -1.917 3.422 1.341
H -2.055 1.668 1.190
H -0.629 3.583 -0.640
H -1.803 2.323 -0.955
H 1.523 0.335 -5.609
N 1.526 -3.939 0.306
C 1.342 -2.711 0.818
O 2.101 -1.779 0.535
C 0.180 -2.508 1.751
C 0.274 -1.155 2.446
H 2.268 -4.085 -0.358
H 0.887 -4.691 0.494
H 0.130 -3.334 2.469
H -0.728 -2.568 1.154
H 1.054 -1.204 3.210
H -0.672 -0.915 2.931
C 6.043 0.140 0.677
N 5.663 -0.149 2.047
C 6.419 -0.838 2.966
C 5.713 -0.873 4.118
N 4.533 -0.201 3.890
C 3.492 0.030 4.870
C 4.509 0.247 2.619
Se 3.257 1.384 1.853
H 7.084 -0.138 0.534
H 5.917 1.202 0.480
H 5.415 -0.416 -0.018
H 7.391 -1.237 2.737
H 5.953 -1.309 5.071
H 3.882 -0.195 5.859
H 2.626 -0.600 4.672
H 3.181 1.072 4.829
S -3.353 -3.161 0.139
P -3.050 -1.856 -1.329
S -1.379 -0.801 -0.910
C -2.763 -2.682 -2.920
C -3.638 -2.560 -3.993
C -3.352 -3.216 -5.183
C -2.208 -3.989 -5.295
C -1.334 -4.110 -4.221
C -1.609 -3.456 -3.033
C -4.427 -0.705 -1.559
C -4.245 0.361 -2.438
C -5.271 1.269 -2.634
C -6.472 1.115 -1.952
C -6.644 0.064 -1.064
C -5.620 -0.851 -0.863
H -4.533 -1.959 -3.904
H -4.028 -3.125 -6.023
H -1.996 -4.504 -6.223
H -0.440 -4.713 -4.313
H -0.932 -3.532 -2.191
H -3.302 0.478 -2.962
H -5.134 2.097 -3.317
H -7.274 1.823 -2.115
H -7.576 -0.043 -0.524
H -5.740 -1.673 -0.169
*
```

- E_HOMO (alpha / beta): -0.33885 / -0.36847 Ha
- Total energy: -5634.4549 Ha

Molecular formula: C2H6N2O2
Method: DFT, the ωB97M-V functional and the def2-TZVPD basis

The geometry in ORCA input format:
```
! RIJCOSX wB97M-V def2-TZVPD def2/J DEFGRID3
* xyz 0 1
C 1.731 -0.633 0.061
C -0.303 0.467 -0.073
H 1.958 -0.404 1.167
H 2.102 0.119 -0.647
H 2.172 -1.647 -0.274
H -0.328 2.426 -0.019
H -2.323 1.074 0.045
H -1.725 -1.728 -0.274
N 0.285 1.563 0.174
N -1.675 0.315 -0.320
O 0.307 -0.736 -0.139
O -2.201 -0.816 0.300
*
```

- SMILES string: [H]/N=C(\NO)OC
- E_HOMO: -0.32747 Ha
- Total energy: -339.6846 Ha
- Relative energy (zero: lowest compared OMol25 entry of this formula, charge and spin): 92.9 kcal/mol

Molecular formula: C3H10N3S
Method: DFT, the ωB97M-V functional and the def2-TZVPD basis

The geometry in ORCA input format:
```
! RIJCOSX wB97M-V def2-TZVPD def2/J DEFGRID3
* xyz 1 1
C -1.688 -0.120 -1.194
C 1.333 0.605 1.287
C 0.499 1.309 2.283
N 0.804 -0.181 0.392
N 1.493 -0.831 -0.686
N -1.565 -1.099 -2.104
S -0.831 -0.676 0.626
H -1.086 0.823 -1.466
H -2.611 0.095 -0.807
H 2.370 0.887 1.135
H -0.359 1.689 1.649
H 1.070 2.084 2.594
H -0.036 0.750 3.041
H 1.064 -1.591 -1.284
H 2.456 -0.570 -0.986
H -2.270 -1.800 -2.206
H -0.643 -1.373 -2.275
*
```

- SMILES string: C/C=[N+](/N)SCN
- E_HOMO: -0.48668 Ha
- Total energy: -682.4046 Ha
- Relative energy (zero: lowest compared OMol25 entry of this formula, charge and spin): 85.3 kcal/mol

Molecular formula: C79H105N12O22
Method: DFT, the ωB97M-V functional and the def2-TZVPD basis

The geometry in ORCA input format:
```
! RIJCOSX wB97M-V def2-TZVPD def2/J DEFGRID3
* xyz 5 1
C -7.754 -3.236 -2.927
C -6.358 -2.738 -2.738
C -5.819 -3.257 -1.419
N -4.404 -2.929 -1.185
C -4.154 -1.499 -1.338
C -4.874 -0.733 -0.283
C -4.470 -1.173 1.116
C -4.664 -2.672 1.286
C -4.017 -3.441 0.172
C -3.527 -3.665 -2.145
H -8.007 -3.058 -3.985
H -8.430 -2.658 -2.287
H -7.906 -4.288 -2.760
H -6.304 -1.660 -2.626
H -5.697 -2.977 -3.579
H -5.922 -4.355 -1.377
H -6.304 -2.784 -0.566
H -4.298 -1.219 -2.350
H -3.092 -1.371 -1.098
H -5.946 -0.810 -0.299
H -4.719 0.342 -0.365
H -4.996 -0.655 1.877
H -3.378 -0.946 1.221
H -5.742 -2.893 1.341
H -4.270 -3.037 2.231
H -4.279 -4.498 0.071
H -2.950 -3.411 0.230
H -3.878 -4.713 -2.129
H -2.474 -3.475 -1.872
H -3.700 -3.283 -3.134
C -0.068 0.532 -0.757
C 0.668 0.884 0.393
O 1.826 0.632 0.629
N -0.087 1.686 1.347
H -0.626 2.608 0.888
H -1.047 1.360 1.410
C 0.382 1.989 2.689
H -1.137 0.704 -0.681
H 0.067 -0.554 -0.802
H 0.362 0.966 -1.642
H -0.397 2.426 3.314
H 1.158 2.795 2.738
H 0.730 1.032 3.093
C 3.545 3.968 5.301
N 3.859 2.586 4.940
C 4.498 1.783 5.790
C 4.701 0.441 5.532
C 4.294 -0.056 4.292
C 3.810 0.821 3.336
C 3.603 2.150 3.684
C 4.113 -1.542 4.128
C 2.862 -1.959 3.740
C 2.630 -3.304 3.583
N 3.501 -4.226 4.017
C 4.743 -3.817 4.491
C 5.061 -2.484 4.500
C 3.200 -5.629 3.902
H 4.190 4.207 6.146
H 2.500 4.050 5.639
H 3.783 4.568 4.427
H 4.722 2.186 6.762
H 4.931 -0.228 6.373
H 3.470 0.464 2.380
H 3.143 2.821 2.989
H 2.025 -1.279 3.634
H 1.666 -3.623 3.190
H 5.418 -4.546 4.871
H 6.037 -2.223 4.862
H 4.053 -6.163 3.427
H 2.283 -5.708 3.322
H 3.051 -5.937 4.946
C 4.783 -11.555 -2.007
N 4.269 -10.133 -1.880
C 4.394 -9.468 -0.699
C 3.931 -8.198 -0.562
C 3.415 -7.501 -1.686
C 3.284 -8.195 -2.884
C 3.668 -9.541 -2.887
C 3.136 -6.020 -1.567
C 2.158 -5.502 -2.375
C 1.904 -4.101 -2.286
N 2.715 -3.348 -1.499
C 3.687 -3.891 -0.747
C 3.920 -5.212 -0.767
C 2.367 -1.927 -1.305
H 4.288 -12.182 -1.273
H 5.868 -11.513 -1.883
H 4.519 -11.817 -3.028
H 4.815 -10.086 0.095
H 3.974 -7.616 0.327
H 2.904 -7.671 -3.762
H 3.536 -10.149 -3.763
H 1.506 -6.033 -3.026
H 1.115 -3.575 -2.827
H 4.242 -3.187 -0.079
H 4.648 -5.699 -0.200
H 2.298 -1.743 -0.244
H 1.395 -1.817 -1.776
H 3.155 -1.336 -1.764
C -6.940 -0.813 -6.292
N -6.103 0.140 -5.562
C -4.779 0.010 -5.379
C -4.066 0.939 -4.615
C -4.707 2.096 -4.229
C -6.067 2.258 -4.495
C -6.745 1.226 -5.079
C -3.939 3.164 -3.541
C -4.505 4.427 -3.367
C -3.832 5.328 -2.613
N -2.666 5.033 -1.988
C -2.080 3.827 -2.152
C -2.728 2.848 -2.892
C -2.082 6.081 -1.150
H -7.476 -0.290 -7.095
H -7.678 -1.139 -5.603
H -6.379 -1.673 -6.656
H -4.362 -0.912 -5.740
H -2.999 0.791 -4.549
H -6.577 3.112 -4.127
H -7.798 1.189 -5.337
H -5.440 4.683 -3.818
H -4.206 6.318 -2.499
H -1.095 3.662 -1.723
H -2.243 1.878 -3.025
H -2.218 7.040 -1.664
H -1.019 5.892 -0.997
H -2.760 6.157 -0.280
C 3.792 2.112 -1.766
N 4.282 3.210 -2.647
C 4.245 3.125 -4.020
C 4.750 4.117 -4.767
C 5.304 5.213 -4.088
C 5.208 5.413 -2.715
C 4.681 4.347 -1.993
C 5.937 6.327 -4.929
C 5.228 6.951 -5.971
C 5.852 7.921 -6.719
N 7.162 8.190 -6.530
C 7.884 7.614 -5.577
C 7.296 6.670 -4.687
C 7.779 9.142 -7.462
H 2.887 1.606 -2.169
H 3.549 2.514 -0.771
H 4.589 1.328 -1.602
H 3.954 2.141 -4.437
H 4.875 4.102 -5.848
H 5.469 6.306 -2.140
H 4.549 4.309 -0.946
H 4.154 6.758 -6.101
H 5.375 8.500 -7.535
H 8.930 7.898 -5.564
H 7.837 6.172 -3.872
H 7.009 9.817 -7.849
H 8.099 8.542 -8.296
H 8.548 9.656 -6.917
C -0.980 -4.357 5.634
N -1.684 -3.111 5.276
C -0.963 -1.982 5.023
C -1.634 -0.772 4.892
C -3.002 -0.781 4.938
C -3.726 -1.925 5.182
C -3.031 -3.096 5.385
C -3.615 0.529 4.891
C -3.065 1.499 5.685
C -3.541 2.788 5.575
N -4.438 3.124 4.679
C -5.073 2.169 3.977
C -4.727 0.856 4.094
C -4.571 4.562 4.385
H 0.014 -4.110 6.010
H -0.976 -4.874 4.672
H -1.484 -4.897 6.441
H 0.110 -2.133 4.959
H -1.096 0.176 4.772
H -4.762 -1.796 5.394
H -3.426 -4.022 5.761
H -2.212 1.256 6.331
H -2.991 3.602 6.037
H -5.784 2.413 3.213
H -5.154 0.115 3.440
H -4.670 4.617 3.288
H -3.607 4.977 4.734
H -5.443 4.973 4.925
O 0.962 5.131 0.547
C 1.423 4.626 -0.630
O 0.648 3.797 -1.157
O 2.493 5.082 -1.102
H 0.040 4.863 0.655
O 2.212 -1.575 -4.156
C 2.612 -0.308 -3.685
O 1.625 0.460 -3.314
O 3.799 -0.084 -3.639
H 1.362 -1.876 -3.773
O -0.593 3.576 5.098
C -0.684 5.053 5.606
O -1.831 5.360 5.879
O 0.406 5.499 5.810
H 0.308 3.202 5.236
O 1.789 -0.744 7.132
C 0.976 0.087 6.437
O -0.104 0.492 6.929
O 1.514 0.325 5.324
H 1.535 -0.757 8.073
O -3.095 2.203 1.230
C -3.137 3.536 0.877
O -1.978 3.778 0.425
O -4.202 4.179 0.917
H -3.958 1.786 1.552
O -0.835 -0.151 -3.678
C -1.071 -1.460 -3.470
O -0.148 -2.156 -3.095
O -2.264 -1.833 -3.675
H 0.234 0.082 -3.593
O -0.877 -2.334 0.589
C -0.029 -2.622 1.698
O 0.343 -3.809 1.782
O 0.031 -1.686 2.474
H -0.801 -3.065 -0.061
*
```

- E_HOMO: -0.54304 Ha
- Total energy: -5384.1311 Ha

Molecular formula: CH5O3Si2
Method: DFT, the ωB97M-V functional and the def2-TZVPD basis

The geometry in ORCA input format:
```
! RIJCOSX wB97M-V def2-TZVPD def2/J DEFGRID3
* xyz -1 1
C 0.491 -3.101 -0.376
O -0.472 -3.821 -0.257
O 1.625 -3.082 -0.703
O 0.120 0.792 0.088
Si 0.337 2.359 -0.053
Si -0.594 -0.771 0.123
H -0.536 3.358 -0.555
H 1.530 2.785 -0.742
H 0.428 3.013 1.243
H -1.806 -0.540 -0.497
H -1.123 -0.993 1.728
*
```

- E_HOMO: -0.11681 Ha
- Total energy: -845.8695 Ha
- Relative energy (zero: lowest compared OMol25 entry of this formula, charge and spin): 34.5 kcal/mol

Molecular formula: C2H7NO2
Method: DFT, the ωB97M-V functional and the def2-TZVPD basis

The geometry in ORCA input format:
```
! RIJCOSX wB97M-V def2-TZVPD def2/J DEFGRID3
* xyz 0 1
O 0.154 -0.202 -2.113
C -0.384 0.688 -1.407
N -0.927 0.566 -0.222
C -0.810 -0.655 0.609
H -0.550 1.713 -1.820
H -1.472 1.401 0.007
H -1.647 -0.580 1.324
H 0.137 -0.646 1.174
H -0.891 -1.615 0.073
O 2.311 -0.566 0.687
H 1.348 -0.409 0.817
H 2.731 0.305 0.871
*
```

- SMILES string: CNC=O.O
- E_HOMO: -0.36237 Ha
- Total energy: -285.6119 Ha
- Relative energy (zero: lowest compared OMol25 entry of this formula, charge and spin): 37.6 kcal/mol

- What is the total energy in the sixth record?
  -285.6119 Ha